The following is a quantum chemistry calculation of the ion C9H17N2O with charge +1 in a non-equilibrium geometry, from the Open Molecules 2025 dataset.

Structure (XYZ):
```
29
Properties=species:S:1:pos:R:3:forces:R:3
C -1.095702 3.648213 1.339349 -0.2 0.9 0.4
C -0.221558 2.988246 0.575981 -1.6 -0.6 1.5
C -0.182334 1.568682 0.733961 1.3 -2.4 0.0
C -0.256142 -2.619687 0.008735 -0.5 -1.7 0.3
C 0.752868 -0.447077 -0.430110 -1.1 0.0 1.7
C 0.457257 3.789586 -0.462448 -3.1 -2.3 -1.9
C -0.892207 -3.321577 1.203497 0.5 0.2 1.8
C -0.238299 -3.233847 -1.349551 -4.7 -1.5 3.0
C 1.677649 -0.658033 -1.488471 4.7 -2.4 -1.1
N 0.601282 0.850059 -0.131169 -1.5 1.1 1.1
N -0.001708 -1.370683 0.231363 0.2 1.0 2.7
O -0.770848 0.704852 1.722967 1.1 1.5 -2.4
H -1.238026 4.714753 1.083445 -0.3 -0.8 0.9
H -1.588640 3.140791 2.161256 -0.4 0.5 -0.1
H 1.433905 3.889885 -0.242861 3.5 0.7 0.5
H -0.113424 4.701245 -0.496734 0.4 0.5 -0.5
H 0.321008 3.212926 -1.411329 0.3 0.9 0.2
H -0.580375 -4.397427 1.360920 0.4 1.4 -0.1
H -1.960818 -3.472309 1.086942 -0.4 0.4 -0.3
H -0.751677 -2.668431 2.222172 -0.2 -1.8 -2.4
H -1.160271 -2.847125 -1.818584 0.2 0.1 -0.2
H -0.465642 -4.308996 -1.258877 0.4 0.4 0.0
H 0.513059 -3.100212 -1.970891 3.8 0.9 -2.6
H 1.279495 -0.531315 -2.431349 -1.1 0.5 -2.3
H 2.237144 -1.650184 -1.621627 -1.4 0.8 0.9
H 2.630230 -0.047180 -1.470501 -1.3 0.1 0.4
H 1.007316 1.398746 -0.861088 0.4 0.7 -0.1
H -0.361776 -1.125533 1.222655 1.0 0.4 -2.2
H -1.031764 1.191631 2.492347 -0.2 0.7 0.7
```
Positions in Å, forces in eV/Å.

Results
ΔE to the lowest compared entry with this formula, charge and spin ... 3.5424 eV
Highest occupied orbital energy (alpha / beta) ... -0.3842 / -0.3810 hartree
Total charge ... +1
Spin multiplicity ... 1
LUMO (alpha / beta) ... -0.132 / -0.137 Ha

---

The following is a quantum chemistry calculation of a cluster of 2 separate species, C9H17N2OP in total in a non-equilibrium geometry, from the Open Molecules 2025 dataset.

Structure (XYZ):
```
30
Properties=species:S:1:pos:R:3:forces:R:3
C 2.778806 -0.956841 1.269509 -0.3 -0.2 -0.6
C -2.664500 -0.057750 1.048105 -0.4 -1.5 0.3
C -1.542544 0.570567 0.702634 0.7 -0.1 -0.1
C -1.348326 1.962085 1.271967 -0.1 1.8 -2.8
C -1.808967 -0.894288 -1.992325 1.1 0.2 -2.2
C -0.692158 -2.411953 -0.311560 1.8 -1.1 -3.3
C 2.459775 0.418670 1.373801 2.2 2.2 0.0
C 3.052937 1.229467 0.201913 0.0 0.5 0.1
C -0.639025 -1.047765 -1.061036 0.2 -1.1 0.6
N 3.100228 -2.032520 1.097253 0.4 -1.6 0.0
N -0.508928 0.054177 -0.067974 2.2 1.5 -0.9
O 2.306118 1.122729 -1.016106 0.5 0.2 0.6
P 0.917777 1.939576 -1.148018 -1.4 -2.2 -1.1
H -2.734878 -1.162857 1.005141 -0.4 1.0 -0.5
H -3.411522 0.518295 1.568920 -0.1 -0.3 0.4
H -2.011002 2.312918 2.064251 0.2 -0.7 0.2
H -1.678847 2.604368 0.371635 0.6 -0.4 1.2
H -0.298993 2.278249 1.444174 -0.6 -0.5 0.1
H -2.699724 -1.306781 -1.630141 -1.7 0.5 1.3
H -1.804887 0.156145 -2.373160 -0.7 -0.8 0.3
H -1.759890 -1.583203 -2.871287 0.9 0.6 0.2
H -0.775332 -3.296201 -1.077303 0.8 1.6 0.7
H -1.580317 -2.650438 0.148715 -1.8 0.2 2.1
H 0.253541 -2.521719 0.221891 -0.5 -0.3 0.5
H 1.390702 0.561715 1.381737 -0.3 0.3 0.9
H 3.205110 0.795943 2.151468 -1.9 -0.2 0.1
H 4.016409 0.852909 0.015926 1.2 -1.1 -0.7
H 3.386510 2.262021 0.489275 -1.5 -0.3 -0.2
H 0.300725 -1.178748 -1.682368 -0.8 1.0 0.9
H 0.791189 1.461226 -2.597042 -0.3 0.6 1.7
```
Positions in Å, forces in eV/Å.

Results
ΔE to the lowest compared entry with this formula, charge and spin ... 4.1161 eV
Highest occupied orbital energy (alpha / beta) ... -0.2801 / -0.2659 hartree
Total charge ... 0
Spin multiplicity ... 1
LUMO (alpha / beta) ... -0.030 / -0.036 Ha

---

The following is a quantum chemistry calculation of a cluster of 3 separate species, C9H17N2OS in total in a non-equilibrium geometry, from the Open Molecules 2025 dataset.

Structure (XYZ):
```
30
Properties=species:S:1:pos:R:3:forces:R:3
C -1.797123 -1.205149 1.016919 0.6 -0.5 -0.7
C -2.473358 -2.192783 1.612882 -0.2 0.4 -0.3
C 0.036496 -2.550948 1.833641 0.1 0.4 0.4
C -0.285657 -1.262301 1.066776 -3.6 -2.4 2.7
C -3.140498 -0.033243 -3.248626 1.3 2.4 2.0
C 1.704368 0.472473 -1.353260 1.6 1.0 -2.8
C 3.009857 2.165186 2.233908 2.2 0.6 -3.9
C -1.873465 -0.668876 -2.845338 0.4 -1.0 -2.3
C 0.433733 -0.377150 0.546145 3.4 3.3 -2.3
N 1.164919 0.500211 -0.030732 -1.2 0.6 1.4
N 1.896927 2.773329 1.421564 1.6 0.2 -0.4
O -1.289835 -0.469801 -1.833550 1.0 0.3 1.6
S -1.487062 -3.233118 2.494921 0.2 -1.6 0.8
H -2.265516 -0.572172 0.337877 -0.6 1.3 -0.8
H -3.559259 -2.404042 1.577645 0.8 0.5 0.0
H 0.692523 -2.635854 2.683997 0.6 1.1 0.2
H -2.930708 0.653991 -4.029452 0.4 0.6 -1.1
H -3.686159 -0.782676 -3.643282 -2.5 -2.3 -1.3
H -3.618867 0.595017 -2.470318 0.2 -0.9 -0.2
H 2.836030 0.303955 -1.423000 -1.6 -0.2 0.6
H 1.155258 -0.161366 -2.036030 0.1 -0.6 0.3
H 1.598760 1.489201 -1.849803 -0.1 -0.9 1.0
H 3.962246 1.955543 1.506853 -2.4 0.4 1.5
H 3.420550 2.822561 2.969995 -0.2 0.2 0.8
H 2.651886 1.235998 2.540682 -0.2 -1.4 1.1
H 0.484226 -3.196157 1.131092 0.2 -1.1 -1.1
H -1.413799 -1.406938 -3.636098 -0.7 1.0 1.0
H 1.310017 1.546051 0.350991 0.1 -1.5 1.0
H 1.171819 3.006284 2.077206 -0.4 0.5 0.0
H 2.291690 3.632774 0.996394 -0.8 -0.6 0.4
```
Positions in Å, forces in eV/Å.

Results
ΔE to the lowest compared entry with this formula, charge and spin ... 2.9034 eV
Highest occupied orbital energy ... -0.4129 hartree
Total charge ... +1
Spin multiplicity ... 1
LUMO ... -0.119 Ha

---

The following is a quantum chemistry calculation of the ion C9H17N2OS with charge +1 in a non-equilibrium geometry, from the Open Molecules 2025 dataset.

Structure (XYZ):
```
30
Properties=species:S:1:pos:R:3:forces:R:3
C 2.551306 -0.520690 -0.302781 -0.2 0.0 -0.2
C -1.621798 -0.097490 -1.066956 0.0 0.0 0.3
C 1.497042 0.680740 1.267824 -0.6 0.5 0.4
C -2.276751 -1.327962 -0.451658 0.5 -0.3 0.0
C -0.440845 -1.946660 1.404869 1.0 2.6 -1.3
C 0.470334 0.057887 0.349685 -1.2 -2.3 1.6
C -0.746182 0.802102 -0.158850 0.0 0.2 -0.2
C -1.569597 1.347116 1.010356 0.2 -0.2 -0.1
C -0.281714 1.993472 -1.022962 0.0 -0.2 0.1
N 1.272749 -0.601844 -0.616107 0.3 0.4 -0.3
N 3.559682 -1.072300 -0.957048 0.0 0.1 0.3
O 2.767143 0.206120 0.767022 0.6 -0.5 -0.4
S -1.081705 -2.649446 -0.014263 -0.5 -0.2 -0.3
H -1.047357 -0.400566 -1.945314 0.0 0.0 -0.1
H -2.434973 0.531946 -1.433443 0.0 0.1 -0.1
H 1.507423 1.777182 1.234849 0.1 -0.1 -0.1
H 1.418511 0.374014 2.314515 0.0 0.0 -0.2
H -2.838506 -1.085034 0.446228 -0.1 0.0 0.0
H -2.951047 -1.779640 -1.177598 0.0 0.0 0.1
H 0.430054 -2.423554 1.815847 0.2 -0.1 0.1
H -1.106702 -1.451382 2.086355 -0.2 -0.1 0.3
H -0.990595 2.060294 1.588602 0.1 0.2 0.1
H -1.890655 0.560720 1.683970 -0.1 -0.1 0.1
H -2.450158 1.858606 0.630902 -0.1 0.1 0.0
H 0.359116 1.665070 -1.838191 0.1 0.0 -0.1
H 0.256323 2.727430 -0.428413 0.1 0.1 0.0
H -1.148221 2.486204 -1.454926 -0.1 0.1 -0.1
H 0.871642 -1.184872 -1.336710 0.1 -0.2 0.0
H 3.415741 -1.628924 -1.782701 -0.1 0.0 0.0
H 4.499727 -0.958540 -0.613107 0.0 0.0 0.0
```
Positions in Å, forces in eV/Å.

Results
ΔE to the lowest compared entry with this formula, charge and spin ... 0.5975 eV
Highest occupied orbital energy (alpha / beta) ... -0.3960 / -0.3994 hartree
Total charge ... +1
Spin multiplicity ... 1
LUMO (alpha / beta) ... -0.120 / -0.118 Ha

---

The following is a quantum chemistry calculation of a cluster of 2 separate species, C9H17N3O in total in a non-equilibrium geometry, from the Open Molecules 2025 dataset.

Structure (XYZ):
```
30
Properties=species:S:1:pos:R:3:forces:R:3
C 1.827816 -0.815022 -0.084433 -1.7 0.0 0.8
C 1.676651 0.046179 -1.377842 -3.9 0.9 2.3
N 1.996109 1.455799 -1.106600 -0.4 -1.8 0.7
C 3.467308 1.575926 -0.913303 0.1 2.5 -0.7
C 1.263902 2.503029 -0.443781 3.3 -0.4 -0.3
C -0.003988 2.462865 0.441032 0.8 -0.9 -2.1
O 1.947397 3.514487 -0.487957 -1.4 1.1 0.7
H 1.347037 -1.807859 -0.179630 1.7 -0.3 -0.5
H 1.181132 -0.622781 0.858932 0.2 1.3 -1.8
H 2.772586 -0.573623 0.338355 1.4 -1.3 0.2
H 2.219295 -0.157158 -2.303308 -0.1 -0.9 0.5
H 0.545623 -0.052231 -1.491003 1.3 0.4 -0.9
H 3.807585 2.354912 -1.616710 0.2 -0.3 0.5
H 3.612671 1.950535 0.076282 0.2 0.7 0.7
H 4.223610 0.792921 -0.954142 -1.2 -1.1 -0.6
H 0.097090 1.688083 1.211309 -0.4 0.0 -0.4
H -0.041780 3.441915 0.873506 -0.1 0.4 0.2
H -0.825658 2.345581 -0.288588 -0.1 -0.3 0.8
C -2.079343 -3.405379 1.244806 -0.4 -1.5 -1.3
C -2.228822 -2.024261 0.765412 -1.4 1.7 -1.3
C -2.781031 -0.915058 1.338176 0.2 0.4 1.4
N -3.226128 0.002008 0.399744 1.7 -2.8 -1.3
C -2.838628 -0.650106 -0.789387 -0.6 1.5 -0.7
N -2.259301 -1.796351 -0.622111 -0.5 0.1 0.6
H -2.187743 -4.036036 0.276859 0.9 0.7 1.8
H -2.933039 -3.736153 1.835073 -0.1 0.3 0.2
H -1.200196 -3.587779 1.848430 0.4 -0.3 -0.3
H -2.823188 -0.667944 2.374141 -0.3 0.0 0.5
H -3.476315 0.961782 0.557090 0.0 -0.1 -0.1
H -3.080663 -0.248269 -1.780366 0.2 0.0 0.6
```
Positions in Å, forces in eV/Å.

Results
ΔE to the lowest compared entry with this formula, charge and spin ... 2.6154 eV
Highest occupied orbital energy ... -0.3190 hartree
SMILES ... CCN(C)C(C)=O.Cc1c[nH]cn1
Total charge ... 0
Spin multiplicity ... 1
LUMO ... 0.023 Ha

---

The following is a quantum chemistry calculation of an isolated molecule of C9H17N3O3S2 in a non-equilibrium geometry, from the Open Molecules 2025 dataset.

Structure (XYZ):
```
34
Properties=species:S:1:pos:R:3:forces:R:3
C 2.288418 -1.107482 3.011013 -0.3 1.0 -0.2
N 2.052573 -0.994105 1.563486 -1.8 -0.9 0.5
C 2.838282 -0.346439 0.694996 1.4 0.8 -0.4
O 3.964204 0.088355 0.968551 -1.0 -0.5 0.0
C 2.254512 -0.150810 -0.734607 -0.5 0.0 -0.5
C 3.083151 0.730760 -1.697386 1.0 -0.7 0.7
S 3.310977 2.415334 -1.042698 -0.2 0.1 -0.6
N 0.929270 0.472079 -0.684158 -0.6 -0.6 -0.3
C -0.208970 -0.222820 -0.495229 0.2 0.7 0.7
O -0.142405 -1.411858 -0.260313 -0.5 -1.6 0.0
C -1.556116 0.507068 -0.376189 -0.8 -0.1 -0.3
C -1.880456 0.994372 1.040294 1.6 -0.4 0.6
S -0.497901 1.978292 1.757697 -0.2 0.0 0.0
N -2.650837 -0.386295 -0.783840 1.4 -0.4 0.0
C -3.809661 0.018112 -1.312936 -1.1 1.7 -0.2
C -4.679273 -1.074157 -1.854941 -0.1 -0.1 0.2
O -4.157506 1.197415 -1.360409 0.5 -0.5 0.1
H 3.310681 -1.388483 3.207262 0.3 0.1 0.1
H 1.633127 -1.885998 3.417906 0.1 0.3 -0.2
H 2.057546 -0.117348 3.497189 0.3 -1.0 -0.3
H 1.120251 -1.354213 1.263149 1.3 0.5 -0.2
H 2.162617 -1.158915 -1.177854 -0.1 0.4 0.1
H 4.079716 0.263898 -1.822525 -0.5 0.3 0.0
H 2.608466 0.786631 -2.681261 -0.1 0.0 0.3
H 3.970596 1.929366 -0.001340 0.3 0.1 0.5
H 0.911677 1.459014 -0.811866 -0.1 0.8 0.0
H -1.564812 1.375185 -1.016825 0.0 0.3 -0.4
H -2.022283 0.136394 1.706594 -0.3 0.2 -0.2
H -2.748727 1.636553 1.020242 -0.2 0.0 0.0
H 0.431013 0.997147 1.709421 -0.3 0.2 0.1
H -2.465394 -1.371544 -0.847884 0.5 -0.1 0.2
H -4.050250 -1.701988 -2.477181 -0.3 -0.2 -0.4
H -5.049192 -1.696781 -1.038600 -0.1 0.0 0.0
H -5.523292 -0.616736 -2.379760 0.3 -0.3 0.0
```
Positions in Å, forces in eV/Å.

Results
ΔE to the lowest compared entry with this formula, charge and spin ... 0.0000 eV
Highest occupied orbital energy ... -0.3420 hartree
SMILES ... CNC(=O)[C@H](CS)NC(=O)[C@H](CS)NC(C)=O
Total charge ... 0
Spin multiplicity ... 1
LUMO ... 0.018 Ha